A structure of composition C49H65KN8O2P2S. Source: OMol25; level of theory: ωB97M-V with the def2-TZVPD basis set.

Geometry as XYZ:
```
128
Properties=species:S:1:pos:R:3:forces:R:3
K -1.067329 -0.511965 0.335644 0.240 1.260 0.148
O 0.103019 -2.120663 1.551648 0.588 -0.453 0.347
C -0.166557 -3.236707 2.069057 -0.308 -0.297 -0.066
C 0.693515 -3.834920 3.045960 0.000 0.013 -0.027
C 0.416074 -5.038331 3.646963 0.115 -0.021 0.128
C -0.744651 -5.750534 3.340042 -0.097 -0.087 -0.033
C -1.606193 -5.204665 2.399809 -0.024 0.004 0.030
C -1.362297 -3.998031 1.746296 -0.045 0.083 0.041
C -2.371195 -3.599085 0.751833 0.200 0.008 -0.057
N -2.221945 -2.712392 -0.154981 -0.508 -0.024 -0.190
N -3.257540 -2.613496 -1.097053 0.196 0.040 0.194
C -3.442261 -1.405622 -1.599740 -0.122 -0.548 -0.127
O -2.989246 -0.277672 -1.255167 -0.113 -0.070 -0.107
C -4.358532 -1.437505 -2.812740 -0.168 0.176 0.097
C -4.868875 -2.621525 -3.342471 0.029 0.012 -0.004
C -5.677135 -2.599845 -4.467663 -0.038 -0.051 -0.020
C -5.994384 -1.395093 -5.085022 -0.032 0.014 -0.053
C -5.497218 -0.210940 -4.559881 -0.021 0.030 -0.047
C -4.689510 -0.235179 -3.432424 0.046 -0.087 0.086
H 1.595594 -3.284395 3.293762 0.006 0.002 0.001
H 1.111916 -5.435175 4.383135 -0.007 -0.007 -0.017
H -0.967584 -6.698185 3.816187 0.001 0.009 0.009
H -2.518559 -5.738756 2.141889 0.002 -0.012 0.012
H -3.315522 -4.160646 0.797366 0.056 -0.042 -0.148
H -4.609283 -3.548269 -2.850630 0.013 -0.009 0.010
H -6.064529 -3.531438 -4.867772 0.006 0.017 -0.008
H -6.621911 -1.383316 -5.969993 0.001 0.008 0.011
H -5.732871 0.736365 -5.033326 -0.008 -0.016 -0.003
H -4.282797 0.672296 -3.006466 0.019 0.016 -0.006
C -4.050799 3.457227 3.102683 -0.002 0.006 0.023
C -3.538020 2.538042 1.994283 -0.007 -0.059 0.134
C -4.105994 2.944147 0.634616 -0.035 0.026 -0.025
P -1.699265 2.223542 1.834807 -0.292 0.053 0.084
C -0.829541 3.793977 2.331209 0.138 0.003 -0.043
C -0.821895 4.181444 3.807067 -0.018 0.001 -0.006
C -1.246275 4.966617 1.444511 0.010 0.043 -0.015
C -1.376293 1.082640 3.228958 0.308 0.208 -0.167
C -2.314807 0.626304 4.147793 -0.097 0.012 0.025
C -2.022790 -0.357703 5.080143 0.036 0.002 -0.028
C -3.054408 -0.854361 6.055051 -0.062 -0.012 0.036
C -0.740653 -0.907663 5.041882 -0.017 -0.062 0.053
C 0.217982 -0.474501 4.154976 -0.047 -0.030 0.017
C -0.049829 0.559252 3.227591 -0.042 0.075 -0.075
N 0.766402 1.015331 2.238821 -0.046 0.146 -0.052
C 2.076014 0.722190 2.139722 0.095 -0.154 0.031
C 2.933933 0.454986 3.247389 -0.093 -0.014 0.040
C 4.242986 0.065939 3.095262 0.071 0.003 0.050
C 4.832864 -0.056131 1.835993 -0.066 0.016 -0.027
C 6.261321 -0.492542 1.664262 0.090 -0.038 -0.010
C 4.049982 0.317630 0.753842 0.110 -0.035 -0.016
C 2.723505 0.727704 0.859298 -0.044 0.117 0.046
P 1.775303 1.388408 -0.550118 -0.152 -0.161 -0.157
C 2.674495 2.972134 -0.986947 0.074 0.009 -0.047
C 2.037494 4.102557 -0.179087 0.005 0.030 0.025
C 4.192183 3.044551 -0.819377 -0.027 0.013 -0.015
C 2.097111 0.288747 -2.037589 0.097 -0.039 0.028
C 3.492781 0.038130 -2.613360 -0.058 0.016 -0.007
C 1.400072 -1.044387 -1.758516 0.066 0.193 0.039
H -5.137305 3.359781 3.205537 -0.019 0.007 -0.011
H -3.843874 4.504631 2.873703 0.023 0.009 -0.004
H -3.599971 3.234176 4.069457 0.000 -0.024 0.011
H -3.917858 1.529370 2.195078 0.021 0.011 -0.024
H -3.713424 3.906617 0.300364 0.029 0.017 -0.019
H -5.197480 3.025702 0.683399 -0.013 0.003 0.007
H -3.856167 2.196698 -0.119582 -0.002 -0.027 -0.014
H 0.195862 3.520884 2.060941 -0.024 -0.018 0.039
H -1.766810 4.636966 4.109062 -0.024 -0.006 0.010
H -0.029354 4.912970 3.997313 0.009 0.024 0.003
H -0.642310 3.315133 4.444676 0.017 -0.021 -0.006
H -2.231430 5.348768 1.721648 -0.013 0.001 0.007
H -1.286195 4.699888 0.386480 0.008 -0.035 -0.020
H -0.534159 5.791776 1.550108 0.000 0.010 0.010
H -3.323041 1.025865 4.126863 -0.011 0.002 0.030
H -4.009550 -0.348060 5.899686 -0.003 -0.004 -0.003
H -2.756356 -0.681549 7.094339 0.011 0.003 -0.003
H -3.226649 -1.928029 5.942561 -0.001 -0.014 -0.003
H -0.499071 -1.739043 5.698594 -0.007 0.001 0.013
H 1.158691 -0.999868 4.112525 0.001 -0.022 -0.020
H 2.528747 0.556448 4.244591 0.002 0.000 0.002
H 4.831499 -0.147231 3.985195 0.011 -0.010 -0.007
H 6.521983 -1.296264 2.357922 -0.005 -0.007 0.001
H 6.974347 0.322557 1.834122 -0.008 0.009 0.011
H 6.436691 -0.864357 0.651883 0.002 0.005 -0.014
H 4.508177 0.301968 -0.227018 0.027 0.014 -0.004
H 2.415748 3.120703 -2.044292 -0.001 0.011 0.020
H 2.206237 3.942853 0.889678 0.000 -0.012 0.027
H 0.964713 4.156935 -0.352339 -0.020 -0.011 -0.017
H 2.483518 5.066869 -0.446025 0.006 0.020 0.005
H 4.468833 2.861943 0.220021 -0.001 0.005 0.020
H 4.545949 4.046287 -1.088000 0.007 0.016 -0.017
H 4.733277 2.325810 -1.432622 0.000 -0.033 0.000
H 1.514545 0.814970 -2.806224 0.036 0.022 0.049
H 4.080096 -0.615120 -1.967882 0.014 -0.021 0.025
H 4.052349 0.957424 -2.787650 0.000 0.012 -0.012
H 3.401446 -0.476415 -3.577703 -0.001 0.003 -0.016
H 1.832878 -1.528598 -0.885489 -0.026 -0.028 0.025
H 1.471812 -1.725299 -2.609509 0.041 -0.044 0.037
H 0.343797 -0.892245 -1.563300 -0.008 -0.105 -0.240
C 1.107759 -1.448334 -5.506403 -0.009 -0.036 0.004
N 1.040363 -0.006407 -5.560689 -0.157 0.052 -0.044
C 1.937372 0.824514 -6.204316 0.094 0.192 -0.020
C 1.533870 2.094859 -6.002817 0.139 -0.073 -0.058
N 0.383927 2.025804 -5.244802 -0.086 -0.092 0.033
C 0.061118 0.730633 -4.952799 0.021 -0.025 0.131
S -1.205427 0.195404 -4.022801 -0.149 -0.013 -0.122
H 1.425742 -1.832026 -6.475395 0.000 -0.013 -0.002
H 0.114363 -1.819066 -5.260759 0.008 -0.014 0.005
H 1.800382 -1.773271 -4.730463 0.014 -0.026 -0.033
H 2.785378 0.438997 -6.740121 0.023 -0.001 -0.002
H 1.961576 3.025441 -6.325703 0.019 0.006 -0.001
H -0.139203 2.787086 -4.848772 0.055 0.014 0.063
C 4.252387 -4.700684 -1.337878 0.021 0.041 0.033
C 4.131820 -3.691297 -0.394198 -0.026 -0.032 0.017
C 2.891120 -3.486310 0.198170 0.047 0.066 0.091
N 1.818008 -4.200405 -0.110908 -0.244 -0.146 0.080
C 1.937023 -5.166800 -1.006760 0.191 0.032 -0.148
C 3.134455 -5.460234 -1.649817 -0.002 -0.017 -0.038
H 5.203207 -4.890841 -1.822726 -0.002 -0.006 -0.007
H 4.969553 -3.064575 -0.115883 0.024 -0.003 -0.005
H 2.736061 -2.706498 0.939334 -0.007 0.044 -0.001
H 1.032336 -5.720902 -1.234547 -0.017 -0.029 0.014
H 3.181834 -6.258543 -2.380200 0.010 -0.002 -0.005
N -2.117219 3.509231 -2.254065 -0.036 -0.079 0.005
N -0.854089 2.911708 -1.874650 -0.320 0.052 -0.177
H -2.853369 2.805871 -2.196650 0.032 0.001 -0.053
H -2.045164 3.766096 -3.231801 -0.002 0.007 0.042
H -0.806639 1.976744 -2.285182 0.032 -0.017 0.101
H -0.934788 2.743370 -0.873935 0.235 0.019 0.059
```
Positions in Å, forces in eV/Å.

Its multiplicity is 1. The value obtained for the orbital gap is 4.8 eV. Its net charge is -2. The calculation puts the HOMO energy at -0.04168 Ha.